(1)
The following is a DFT calculation (ωB97M-V/def2-TZVPD) of C20H27N2O2P2PdS as an isolated structure.

The value obtained for the energy above the lowest of the compared OMol25 structures with the same formula, charge and spin is 187.9 kJ/mol. For the HOMO energy, the calculation gives -10.6710 eV. As for the spin multiplicity: 1. As for the charge: +1. Its LUMO energy is -3.687 eV.

Cartesian coordinates (Å):
C 3.1567 2.0710 -1.0080
H 4.0700 1.4914 -0.9611
C -1.6410 -3.6040 1.2713
H 2.0335 5.2016 -0.3663
H -3.1313 0.7221 2.3189
H 1.8809 0.2934 -4.1630
C -2.4151 0.5353 3.1073
H 4.1053 3.8590 -0.3066
C 1.9606 1.4898 -1.4000
N -0.1805 -3.6048 -0.5364
H 3.4632 -0.0976 -3.4727
H -3.7505 1.0668 4.6968
H -2.1835 3.1428 -1.8343
C 2.4098 -0.3834 -3.4989
C -0.2052 -0.1564 3.7751
C 2.0141 4.1643 -0.6711
P -0.6503 1.3284 -2.0105
O 0.4288 -0.2888 1.0197
Pd -0.3428 -0.7070 -1.2160
H 0.4228 -3.9858 -1.2483
O -1.7151 -0.1515 0.4755
H 0.5007 -4.0488 1.4159
C -1.8291 0.4590 5.4344
C -1.3705 -3.0768 -0.9746
C -2.1122 2.1487 -1.3885
H -2.9921 1.5677 -1.6660
H -2.2754 -4.3080 1.8044
H -1.6992 1.3955 -4.1725
P 1.7428 -0.2654 -1.8291
H 2.3228 -1.3979 -3.8883
N -2.2644 -3.1801 0.0217
C -2.7591 0.7213 4.4366
C 0.8015 2.2532 -1.4579
H -0.4572 -5.3343 0.6430
H -0.0825 4.1872 -1.1122
H 3.8628 -0.8598 -0.8724
C 0.8196 3.5893 -1.0874
C 2.8294 -1.1780 -0.7319
H -0.0775 0.7272 -4.2782
C -0.6748 1.5033 -3.8120
C -1.1350 0.0997 2.7743
C -0.5546 0.0178 5.1050
S -1.6326 -2.5080 -2.5353
H 2.5041 -0.9965 0.2913
H -3.0693 -2.5741 0.0091
H -2.1002 0.6010 6.4722
H 2.7620 -2.2450 -0.9482
C -0.7665 -0.1169 1.3456
C 3.1789 3.4106 -0.6381
H 0.7883 -0.4847 3.5005
H 0.1639 -0.1856 5.8875
H -2.0714 2.2053 -0.3035
H -1.4384 -2.7446 1.9157
H -0.2991 2.4861 -4.0987
C -0.3464 -4.2550 0.7660

Cartesian forces (eV/Å) of the 2 atoms listed first:
C 0.1 0.1 0.0
H 0.0 0.0 0.0



(2)
The following is a DFT calculation (ωB97M-V/def2-TZVPD) of C7H18ClI2O2P2Zr as an isolated structure in a non-equilibrium geometry.

For the HOMO energy (spin up / spin down), the calculation gives -16.8382 / -16.8451 eV. As for the spin multiplicity: 1. As for the charge: +3. Its LUMO energy (spin up / spin down) is -13.715 / -13.708 eV.

Cartesian coordinates (Å):
H -2.1400 -0.5451 2.6723
H 1.3510 -1.6901 2.6072
H -1.0246 -1.8848 3.0612
P 0.0755 0.1909 3.2296
H -1.2161 2.4432 -3.0195
C 1.4107 -0.0603 -0.9970
H -0.8856 1.2415 5.1288
P -0.6990 0.1064 -2.6270
H 1.1423 0.9696 -3.9369
H -1.0850 -2.2353 -3.0339
I 5.5990 1.1757 -2.1466
C -1.7757 1.5003 -3.0187
C -1.3467 -0.8680 3.3536
H -1.6885 -0.8627 4.3976
C 0.0295 1.4129 4.5386
H -2.1469 1.2922 -4.0251
H 0.0230 2.4430 4.1464
Zr -0.3155 0.8911 -0.1525
O 2.4676 -0.2820 -1.4295
C 1.4977 -0.8725 3.3361
O 0.1075 0.8953 1.8557
H -0.0905 0.0886 -4.9119
C -1.7024 -1.3325 -3.0424
C 0.4908 0.0893 -3.9760
H 2.4003 -0.3084 3.0772
H -2.0993 -1.1665 -4.0486
Cl -2.3055 -0.3738 0.1232
H -2.6116 1.5722 -2.3140
I 5.4628 -1.5185 -2.1300
H 1.1113 -0.8139 -3.9217
H -2.5174 -1.4598 -2.3270
H 0.9209 1.2671 5.1816
H 1.5602 -1.3053 4.3492

Cartesian forces (eV/Å) of the 2 atoms listed first:
H 0.0 0.0 0.5
H 0.2 0.2 0.3



(3)
The following is a DFT calculation (ωB97M-V/def2-TZVPD) of C10H24F3MgNO8S3 as an isolated structure in a non-equilibrium geometry.

The value obtained for the energy above the lowest of the compared OMol25 structures with the same formula, charge and spin is 248.1 kJ/mol. For the HOMO energy, the calculation gives -8.2237 eV. As for the spin multiplicity: 1. Its LUMO energy is 0.091 eV.

Cartesian coordinates (Å):
O -2.3437 0.0104 0.0624
C -3.1773 -1.4914 2.0972
H 0.4491 3.2250 4.0265
H 2.6160 1.1652 1.4945
H -2.4693 2.5289 -1.0252
C -0.2563 2.6219 3.4548
H -1.3717 -3.7560 -3.5644
C -3.5022 0.7699 -0.1736
H -4.0779 2.8112 -0.4343
H -2.7817 2.6477 0.7144
H 0.9519 -1.0561 -4.8276
O -0.0655 -0.7494 -1.8859
H 4.6097 -2.4909 0.3158
H -4.2448 0.6444 0.6144
H -3.9323 0.5314 -1.1463
C -1.1455 -3.2388 -2.6319
H 3.0757 -3.2312 0.4847
O 0.0227 1.7438 -0.9792
C 4.1976 0.2383 -0.5007
C 3.5684 -2.2605 0.5410
F -4.4891 -1.1741 2.2564
O -1.1492 -1.7284 0.4899
C 2.2594 1.8172 2.2919
O 1.8103 2.9000 -0.9550
C -2.5289 -1.2942 0.6386
H 2.0668 2.7908 1.8412
C -3.1623 2.2566 -0.2291
O -0.0935 0.7139 1.5921
O 1.6175 -0.4707 -0.0114
H 1.6534 -2.0940 -3.5306
H 2.9949 1.9983 3.0757
H -0.2930 -3.7841 -2.2269
H 3.6689 -1.9083 1.5676
H 5.1261 -0.1873 -0.8814
S 0.6230 1.1138 2.8808
H -0.9980 2.5115 4.2459
F -3.1347 -2.8168 2.4445
S -0.6748 -1.5007 -3.0511
S 2.8741 -1.0636 -0.6457
F -2.5709 -0.8078 3.0337
H 4.3989 0.5646 0.5196
H -0.6127 3.2314 2.6244
H -3.2658 -1.7075 -0.0502
H 4.0373 1.2180 -0.9507
O -0.0022 3.8971 -1.4396
H 0.5855 -2.7289 -4.8241
C 0.7801 -1.8936 -4.1514
N 0.6131 2.8537 -1.1557
Mg -0.2610 -0.0312 -0.0774
H -1.9964 -3.3399 -1.9583

Cartesian forces (eV/Å) of the 2 atoms listed first:
O -1.2 0.8 1.4
C 0.2 -0.7 -0.4



(4)
The following is a DFT calculation (ωB97M-V/def2-TZVPD) of a 2-piece molecular cluster, C2H5O2 overall in a non-equilibrium geometry.

The value obtained for the energy above the lowest of the compared OMol25 structures with the same formula, charge and spin is 104.7 kJ/mol. For the HOMO energy, the calculation gives -2.4599 eV. As for the spin multiplicity: 1. As for the charge: -1. Its LUMO energy is 4.417 eV.

Cartesian coordinates (Å):
H 1.3202 2.9196 0.2291
H -1.0051 -1.3992 -0.5316
O 0.0015 -0.1491 0.3575
C 0.4621 0.9849 0.6958
O -1.4038 -2.1850 -0.9588
C 1.3314 1.8433 0.0693
H -0.0631 1.4984 1.5384
H 1.9560 1.5562 -0.7744
H -2.0436 -2.3829 -0.2855

Cartesian forces (eV/Å) of the 2 atoms listed first:
H 0.0 -0.2 0.7
H 0.8 0.3 -0.3



(5)
The following is a DFT calculation (ωB97M-V/def2-TZVPD) of ArH24O12 as an isolated structure in a non-equilibrium geometry.

The value obtained for the energy above the lowest of the compared OMol25 structures with the same formula, charge and spin is 107.2 kJ/mol. For the HOMO energy, the calculation gives -10.2093 eV. As for the spin multiplicity: 1. Its LUMO energy is 0.013 eV.

Cartesian coordinates (Å):
H -0.6051 0.1947 -3.8815
H 2.9353 -0.7661 2.4653
H 3.6432 -4.2490 0.6871
H -2.9129 -1.3732 1.4820
H -2.9866 0.2328 -0.3805
O 1.0372 2.1561 3.1090
H -4.4331 -0.2111 -0.3297
H 0.9115 3.5488 -2.1086
H 3.1514 -2.8627 0.3288
H 1.6443 3.3755 1.9772
O -1.8139 1.8643 -0.8688
O -1.5037 -1.8135 -1.7989
H -2.2866 -1.6402 -1.2763
Ar 0.5839 0.0180 0.2867
H -1.3847 -2.8664 -0.3042
H 2.6821 4.4688 1.8371
H -0.5577 -0.4878 -2.5310
H 2.3330 -0.7033 3.8527
H -1.8176 -2.3400 -2.5341
O -2.9717 -1.8672 2.2997
H 0.0846 2.2242 3.1734
O 2.8432 -3.7413 0.5511
H -2.3785 2.3134 -1.4979
H 1.2028 1.2223 2.9796
O 0.6003 3.5479 -1.2034
O -1.6107 -3.4379 0.4296
O 2.7025 0.6290 -2.7193
H -0.9242 2.0861 -1.1437
O -3.5441 -0.5037 -0.1291
O 2.2488 3.7693 1.3481
H -2.4539 -3.8196 0.1856
H 1.3941 3.6404 -0.6766
H -2.6120 -2.7282 2.0863
H 1.7506 0.5310 -2.7454
H 3.0390 -0.2522 -2.8816
O 2.1960 -0.4043 2.9538
O -0.1865 0.2452 -3.0221

Cartesian forces (eV/Å) of the 2 atoms listed first:
H 0.0 0.1 -0.2
H 0.1 0.0 -0.2



(6)
The following is a DFT calculation (ωB97M-V/def2-TZVPD) of a 3-piece molecular cluster, C14H36N2O8PS overall in a non-equilibrium geometry.

For the HOMO energy, the calculation gives -11.1655 eV. As for the spin multiplicity: 1. As for the charge: +1. Its LUMO energy is -4.219 eV.

Cartesian coordinates (Å):
C -3.2567 2.0080 -1.1556
C -2.6728 3.3598 -0.7527
C 3.2917 -1.0350 1.5913
H 3.8226 -1.0893 2.5412
C -3.2400 4.8611 1.0005
C -6.6940 2.2514 -2.1730
H -4.1337 5.1474 1.5576
O 4.1458 1.1966 1.1011
H 5.6082 -0.7142 4.3614
P 0.1894 -4.3102 -1.3451
C 4.1853 2.0085 -0.0610
H -1.5726 -3.1146 -3.9374
H -7.7804 2.3770 -2.1608
H 2.3889 0.4225 0.2810
H 7.3266 -1.2568 0.8544
O 0.7372 -4.2963 0.2810
H 3.7812 1.4910 -0.9360
H 5.8306 -2.3107 3.6364
O -6.1454 2.6937 -0.9454
H 0.7006 -5.8666 -2.6991
H -6.3991 0.7201 -0.3216
H 3.6378 2.9392 0.1159
H 5.5661 -2.0659 -0.6022
H -2.6434 4.2029 1.6385
H -2.2828 -2.0675 -1.6032
H -2.4679 1.4532 -1.6746
H 5.2625 -0.4030 -0.2082
H 5.2298 2.2477 -0.2667
H 7.2524 -1.2834 4.0056
H 6.4288 -2.5766 1.6205
H -4.0612 2.1203 -1.8824
H -2.2955 3.8601 -1.6527
O -3.6707 1.1566 -0.0845
H -1.3637 -5.6188 -2.2218
H -6.2785 2.8667 -2.9729
C -1.2333 -2.0804 -1.1936
S -0.2901 -2.6265 -3.7021
C 6.2155 -1.2868 3.6584
H -0.0239 -1.3246 0.5046
H 0.7593 -1.9799 -1.6778
H -4.8294 0.8647 1.5393
O 3.9666 -1.8139 0.6001
H -1.8320 3.2059 -0.0679
C -6.1160 1.7046 0.0702
C -4.7475 1.6081 0.7404
C 2.9718 0.4090 1.2098
H -6.4393 1.2081 -2.3829
C -1.0584 -1.6022 0.1195
N -0.0228 -2.6001 -1.9425
O 6.1311 -0.6615 2.3901
H -2.6740 5.7640 0.7522
H 1.5469 -3.7277 0.2481
C 6.3622 -1.5319 1.2946
H -1.9804 -1.4544 0.7742
O -1.3627 -5.0043 -1.4508
O -3.6584 4.2113 -0.1885
C 5.2840 -1.4041 0.2220
N 1.2403 -5.0853 -2.2782
H 2.3610 0.8538 2.0050
H 2.3374 -1.5479 1.7590
H -6.8557 1.9888 0.8264
H -4.4796 2.5385 1.2404

Cartesian forces (eV/Å) of the 2 atoms listed first:
C 0.0 0.0 -0.1
C -0.5 0.1 -0.2